(A)
A gas-phase ion, C6H13N2O (charge +1). Source: the OMol25 dataset; level of theory: the ωB97M-V functional and the def2-TZVPD basis.

molecular weight	129.183	g/mol
HOMO-LUMO gap	8.95	eV
SMILES	C[N+]1(CN=O)CCCC1
HOMO	-13.495	eV
charge	+1

Cartesian coordinates (Å):
C1 1.10 -1.67 0.08
N1 0.47 -0.42 0.36
C2 0.86 0.10 1.77
N2 0.22 -0.75 2.72
O1 0.24 -0.51 3.89
C3 -1.03 -0.62 0.33
C4 -1.60 0.73 -0.18
C5 -0.47 1.38 -1.01
C6 0.75 0.52 -0.78
H1 2.19 -1.73 0.03
H2 0.81 -2.51 0.75
H3 0.58 -1.83 -0.86
H4 0.56 1.19 1.98
H5 2.10 0.02 1.92
H6 -1.54 -0.89 1.30
H7 -1.27 -1.36 -0.45
H8 -1.94 1.42 0.58
H9 -2.48 0.62 -0.74
H10 -0.85 1.52 -2.09
H11 -0.21 2.43 -0.52
H12 1.04 0.06 -1.76
H13 1.74 1.20 -0.65

---

(B)
A gas-phase ion, C6H13N2O (charge +1). Source: the OMol25 dataset; level of theory: the ωB97M-V functional and the def2-TZVPD basis.

molecular weight	129.183	g/mol
HOMO-LUMO gap	10.96	eV
SMILES	CC1=C(CN)[N@H+](C)CO1
HOMO	-13.649	eV
charge	+1

Cartesian coordinates (Å):
C1 -1.37 -0.46 -2.27
C2 -0.82 0.05 -1.01
C3 -0.06 -0.43 -0.08
C4 0.97 -1.52 0.05
N1 2.30 -0.91 -0.02
N2 0.19 0.83 1.01
C5 -0.56 0.49 2.15
C6 -0.43 1.90 0.15
O1 -1.24 1.35 -0.84
H1 -0.57 -0.98 -2.79
H2 -1.82 0.36 -2.76
H3 -2.07 -1.34 -2.24
H4 0.82 -2.20 -0.77
H5 0.94 -1.89 1.13
H6 2.93 -1.41 0.46
H7 2.61 -0.92 -1.02
H8 1.22 0.85 1.16
H9 -0.46 1.36 2.74
H10 -1.67 0.40 1.97
H11 -0.30 -0.43 2.57
H12 -1.02 2.54 0.81
H13 0.39 2.36 -0.39

---

Stability comparison, relative energies in kJ/mol: (A) 234.8; (B) 0.0

---

(A)
9 unconnected molecules or ions with the total composition C9H36O9. Source: the OMol25 dataset; level of theory: the ωB97M-V functional and the def2-TZVPD basis.

molecular weight	288.378	g/mol
HOMO-LUMO gap	10.30	eV
SMILES	CO.CO.CO.CO.CO.CO.CO.CO.CO
HOMO	-9.943	eV
charge	0

Cartesian coordinates (Å):
C1 -0.03 -0.47 -0.04
O1 0.88 -0.31 1.03
H1 -0.22 -1.52 -0.28
H2 -1.02 -0.13 0.28
H3 0.29 0.16 -0.88
H4 1.78 -0.52 0.71
C2 2.40 1.96 -2.13
O2 3.17 3.11 -2.45
H5 2.45 1.16 -2.89
H6 2.80 1.54 -1.21
H7 1.34 2.20 -2.04
H8 2.93 3.37 -3.34
C3 -2.82 1.45 -1.84
O3 -2.17 0.76 -2.90
H9 -2.09 1.69 -1.07
H10 -3.26 2.40 -2.16
H11 -3.60 0.83 -1.39
H12 -2.85 0.38 -3.46
C4 2.16 -1.92 -2.55
O4 0.94 -2.51 -2.95
H13 1.93 -1.03 -1.97
H14 2.66 -2.57 -1.84
H15 2.83 -1.75 -3.39
H16 0.33 -1.84 -3.27
C5 -1.18 1.06 3.32
O5 -1.86 1.78 4.34
H17 -1.62 0.10 3.06
H18 -1.08 1.64 2.40
H19 -0.17 0.86 3.67
H20 -2.80 1.70 4.12
C6 -4.02 -1.48 1.83
O6 -4.43 -1.16 3.15
H21 -3.33 -0.71 1.50
H22 -3.45 -2.42 1.82
H23 -4.85 -1.63 1.14
H24 -4.61 -1.98 3.62
C7 2.19 2.91 1.85
O7 2.93 3.76 2.71
H25 1.34 2.54 2.42
H26 1.84 3.41 0.94
H27 2.80 2.11 1.45
H28 2.36 4.44 3.08
C8 4.52 -0.81 1.05
O8 3.53 -0.50 0.06
H29 4.76 -1.88 1.12
H30 5.47 -0.33 0.79
H31 4.18 -0.47 2.02
H32 3.99 -0.70 -0.76
C9 -2.86 -2.75 -1.30
O9 -3.54 -3.98 -1.58
H33 -2.30 -2.43 -2.18
H34 -3.61 -2.01 -1.05
H35 -2.12 -2.95 -0.53
H36 -2.92 -4.58 -2.02

---

(B)
9 unconnected molecules or ions with the total composition C9H36O9. Source: the OMol25 dataset; level of theory: the ωB97M-V functional and the def2-TZVPD basis.

molecular weight	288.378	g/mol
HOMO-LUMO gap	10.22	eV
SMILES	CCO.CCO.CCO.CCO.CO.O.O.O.O
HOMO	-10.040	eV
charge	0

Cartesian coordinates (Å):
C1 -6.67 5.13 -1.90
C2 -6.28 3.62 -1.64
O1 -5.02 3.36 -2.15
H1 -6.81 5.36 -2.95
H2 -5.92 5.80 -1.46
H3 -7.59 5.36 -1.36
H4 -6.93 2.88 -2.10
H5 -6.36 3.51 -0.56
H6 -4.89 2.41 -2.07
C3 6.45 -3.61 -1.73
C4 7.15 -4.68 -2.55
O2 6.48 -4.90 -3.69
H7 5.50 -3.98 -1.35
H8 6.39 -2.70 -2.33
H9 7.11 -3.45 -0.87
H10 7.04 -5.64 -2.03
H11 8.21 -4.47 -2.66
H12 7.00 -5.53 -4.19
C5 1.41 5.80 4.13
C6 0.10 5.05 4.40
O3 -0.36 4.83 3.06
H13 1.33 6.82 3.75
H14 2.13 5.28 3.49
H15 2.01 5.82 5.04
H16 -0.57 5.60 5.06
H17 0.41 4.17 4.97
H18 -0.58 5.64 2.60
C7 -0.43 -5.39 5.58
C8 -0.24 -4.44 4.44
O4 1.09 -3.98 4.31
H19 -1.49 -5.63 5.59
H20 -0.19 -4.99 6.57
H21 0.24 -6.25 5.51
H22 -0.86 -3.54 4.55
H23 -0.58 -4.97 3.54
H24 1.03 -3.20 3.75
C9 0.06 -0.23 -0.24
O5 0.51 0.29 1.00
H25 0.34 -1.27 -0.37
H26 -1.02 -0.22 -0.11
H27 0.38 0.37 -1.09
H28 0.10 1.15 1.11
O6 -4.26 -2.53 -2.08
H29 -4.27 -2.56 -1.12
H30 -3.70 -3.25 -2.34
O7 -0.76 4.19 -4.63
H31 -0.56 5.12 -4.67
H32 -1.51 4.12 -4.04
O8 2.91 2.00 -4.95
H33 2.10 2.49 -5.08
H34 2.62 1.09 -4.83
O9 -1.13 -5.23 -3.18
H35 -0.74 -5.86 -2.57
H36 -0.38 -4.75 -3.54

---

Stability comparison, relative energies in kJ/mol: (A) 136.1; (B) 0.0

---

(A)
4 unconnected molecules or ions with the total composition C4H17NO3. Source: the OMol25 dataset; level of theory: the ωB97M-V functional and the def2-TZVPD basis.

molecular weight	127.184	g/mol
HOMO-LUMO gap	10.34	eV
SMILES	CCNCC.O.O.O
HOMO	-9.879	eV
charge	0

Cartesian coordinates (Å):
C1 -1.72 -0.17 1.33
C2 -1.81 0.47 -0.05
N1 -0.43 0.81 -0.56
C3 -0.51 0.70 -2.02
C4 -0.01 -0.69 -2.41
H1 -1.05 -1.02 1.33
H2 -2.72 -0.39 1.70
H3 -1.34 0.60 2.02
H4 -2.16 -0.33 -0.70
H5 -2.43 1.37 -0.10
H6 -0.28 1.72 -0.15
H7 -1.47 0.87 -2.51
H8 0.15 1.45 -2.48
H9 1.07 -0.79 -2.39
H10 -0.29 -1.42 -1.64
H11 -0.50 -1.06 -3.30
O1 0.76 0.29 3.60
H12 0.44 0.08 2.73
H13 1.69 0.25 3.40
O2 2.08 1.06 1.44
H14 1.56 0.83 0.66
H15 2.77 1.62 1.06
O3 2.12 -2.44 -0.38
H16 2.39 -1.97 0.41
H17 1.68 -1.85 -1.00

---

(B)
4 unconnected molecules or ions with the total composition C4H17NO3. Source: the OMol25 dataset; level of theory: the ωB97M-V functional and the def2-TZVPD basis.

molecular weight	127.184	g/mol
HOMO-LUMO gap	8.96	eV
SMILES	CCN(C)C.O.O.O
HOMO	-8.227	eV
charge	0

Cartesian coordinates (Å):
C1 -2.33 1.11 -1.15
C2 -1.06 0.99 -0.35
N1 -0.35 -0.32 -0.48
C3 0.12 -0.86 0.82
C4 -1.04 -1.50 -1.14
H1 -2.18 1.18 -2.24
H2 -2.93 0.24 -1.05
H3 -2.87 2.03 -0.78
H4 -1.28 1.33 0.65
H5 -0.25 1.76 -0.58
H6 -0.71 -1.47 1.32
H7 0.35 -0.01 1.55
H8 0.92 -1.61 0.70
H9 -2.05 -1.32 -1.34
H10 -0.32 -1.65 -2.06
H11 -0.96 -2.58 -0.66
O1 2.53 -3.42 1.06
H12 2.72 -3.92 0.33
H13 2.64 -3.89 1.86
O2 0.51 2.50 2.58
H14 1.11 3.27 2.38
H15 0.67 1.99 1.72
O3 2.39 2.17 -0.72
H16 2.00 1.35 -0.93
H17 2.37 2.65 -1.50

---

Stability comparison, relative energies in kJ/mol: (A) 0.0; (B) 152.8

---

(A)
2 unconnected molecules or ions with the total composition C7H10NO2. Source: the OMol25 dataset; level of theory: the ωB97M-V functional and the def2-TZVPD basis.

molecular weight	140.162	g/mol
HOMO-LUMO gap	8.34	eV
HOMO	-12.793	eV
charge	+1

Cartesian coordinates (Å):
C1 -3.51 0.13 -0.43
C2 -2.57 1.11 -0.01
C3 -3.01 -1.09 -0.11
C4 -1.74 0.31 0.70
C5 0.56 0.64 1.17
C6 1.33 -0.18 0.27
C7 3.38 -1.10 -0.31
N1 0.96 1.37 -0.07
O1 -1.87 -1.00 0.56
O2 2.56 -0.40 0.68
H1 -4.29 0.44 -1.13
H2 -2.64 2.09 -0.37
H3 -3.61 -2.07 -0.14
H4 0.91 0.98 2.14
H5 0.92 -0.81 -0.49
H6 3.41 -0.63 -1.26
H7 3.07 -2.13 -0.58
H8 4.26 -1.35 0.12
H9 0.23 1.54 -0.76
H10 1.65 2.14 -0.01

---

(B)
A gas-phase ion, C7H10NO2 (charge +1). Source: the OMol25 dataset; level of theory: the ωB97M-V functional and the def2-TZVPD basis.

molecular weight	140.162	g/mol
HOMO-LUMO gap	7.93	eV
SMILES	CO[C@@H](C=[NH2+])c1ccco1
HOMO	-12.658	eV
charge	+1

Cartesian coordinates (Å):
C1 -2.63 -1.14 0.12
O1 -1.19 -1.26 -0.01
C2 -0.58 -0.25 -0.63
C3 -0.77 1.04 0.43
N1 -1.25 2.24 0.44
C4 0.84 -0.36 -0.54
C5 1.94 0.05 -1.17
C6 3.05 -0.34 -0.46
C7 2.58 -0.83 0.69
O2 1.27 -0.82 0.65
H1 -2.67 -0.75 1.11
H2 -2.99 -2.10 0.24
H3 -3.03 -0.48 -0.53
H4 -0.98 -0.18 -1.64
H5 -0.36 0.61 1.41
H6 -0.94 2.82 1.26
H7 -1.66 2.78 -0.26
H8 2.16 0.54 -2.11
H9 4.12 -0.35 -0.56
H10 3.08 -1.23 1.55

---

Stability comparison, relative energies in kJ/mol: (A) 300.2; (B) 0.0

---

(A)
C2HFN2O2 in the gas phase. Source: the OMol25 dataset; level of theory: the ωB97M-V functional and the def2-TZVPD basis.

molecular weight	104.040	g/mol
HOMO-LUMO gap (spin up / spin down)	7.77 / 8.14	eV
HOMO (spin up / spin down)	-9.672 / -10.268	eV
charge	0

Cartesian coordinates (Å):
C1 -0.35 -0.16 0.98
C2 -1.53 -0.69 0.57
N1 0.38 0.85 0.57
N2 1.42 0.42 -1.53
O1 1.48 0.73 -2.68
O2 0.51 1.12 -0.77
F1 -1.94 -1.93 0.76
H1 0.03 -0.35 2.09

---

(B)
C2HFN2O2 in the gas phase. Source: the OMol25 dataset; level of theory: the ωB97M-V functional and the def2-TZVPD basis.

molecular weight	104.040	g/mol
HOMO-LUMO gap	9.21	eV
HOMO	-9.267	eV
charge	0

Cartesian coordinates (Å):
C1 -0.35 -1.46 0.93
C2 0.71 -0.04 -0.71
N1 -1.34 0.76 0.46
N2 -0.54 1.04 -0.34
O1 1.33 0.13 -1.71
O2 0.65 -0.98 0.15
F1 -0.01 -1.39 2.22
H1 -0.44 1.94 -1.00

---

Stability comparison, relative energies in kJ/mol: (A) 399.5; (B) 0.0

---

(A)
C7H10N2O2S in the gas phase. Source: the OMol25 dataset; level of theory: the ωB97M-V functional and the def2-TZVPD basis.

molecular weight	186.236	g/mol
HOMO-LUMO gap	6.35	eV
SMILES	C=C1NC([O-])=C(C(=O)C[NH2+]C)S1
HOMO	-6.607	eV
charge	0

Cartesian coordinates (Å):
C1 0.93 -1.43 3.46
C2 0.98 -0.56 2.43
N1 2.10 0.22 2.18
C3 2.22 0.85 0.91
O1 3.27 1.35 0.50
C4 0.95 0.67 0.25
C5 0.66 1.23 -0.99
O2 1.50 1.69 -1.71
C6 -0.77 1.08 -1.58
N2 -1.09 -0.37 -1.80
C7 -2.53 -0.59 -2.10
S1 -0.20 -0.32 1.17
H1 -0.04 -2.02 3.75
H2 1.70 -1.40 4.20
H3 2.91 -0.15 2.69
H4 -1.45 1.45 -0.87
H5 -0.82 1.81 -2.51
H6 -1.03 -0.76 -0.90
H7 -0.57 -0.87 -2.48
H8 -2.82 -0.12 -2.97
H9 -2.91 -1.60 -2.39
H10 -2.99 -0.17 -1.26

---

(B)
C7H10N2O2S in the gas phase. Source: the OMol25 dataset; level of theory: the ωB97M-V functional and the def2-TZVPD basis.

molecular weight	186.236	g/mol
HOMO-LUMO gap	9.35	eV
SMILES	O=S1(=O)/C=C/C=C\N=C\CCN1
HOMO	-9.054	eV
charge	0

Cartesian coordinates (Å):
O1 -2.43 -0.47 -1.29
S1 -2.17 -0.16 0.10
O2 -3.24 0.02 1.06
C1 -0.80 -1.14 0.55
C2 -0.11 -1.76 -0.41
C3 1.20 -2.39 -0.10
C4 2.22 -1.59 0.18
N1 2.12 -0.24 -0.01
C5 1.34 0.50 0.53
C6 0.89 1.80 -0.07
C7 -0.52 1.78 -0.67
N2 -1.58 1.40 0.19
H1 -0.45 -1.10 1.56
H2 -0.64 -2.00 -1.44
H3 1.11 -3.47 -0.10
H4 3.19 -2.05 0.43
H5 0.58 0.35 1.37
H6 1.52 2.17 -0.92
H7 1.01 2.56 0.77
H8 -0.72 2.77 -1.12
H9 -0.60 1.07 -1.53
H10 -1.92 1.95 0.91

---

Stability comparison, relative energies in kJ/mol: (A) 0.0; (B) 44.3

---

(A)
A molecular structure, C36H33BCl2GaN10O2. Source: the OMol25 dataset; level of theory: the ωB97M-V functional and the def2-TZVPD basis.

molecular weight	789.169	g/mol
HOMO-LUMO gap	8.22	eV
HOMO	-10.228	eV
charge	+1

Cartesian coordinates (Å):
Ga1 0.38 0.54 -0.72
C1 1.34 -1.06 2.23
N1 0.06 -0.84 1.59
C2 -0.93 -0.06 2.31
C3 -0.95 1.37 1.88
N2 -0.30 1.84 0.83
C4 -0.57 3.20 0.78
C5 -0.10 4.19 -0.08
C6 -0.58 5.47 0.10
C7 -1.49 5.77 1.12
C8 -1.93 4.81 2.01
C9 -1.44 3.53 1.83
N3 -1.64 2.34 2.51
C10 2.35 -0.11 1.66
N4 2.14 0.64 0.61
C11 3.29 1.41 0.44
C12 3.60 2.43 -0.46
C13 4.87 2.98 -0.38
C14 5.81 2.54 0.55
C15 5.50 1.57 1.48
C16 4.22 1.03 1.42
N5 3.58 0.07 2.18
H1 1.67 -2.08 2.04
H2 1.29 -0.93 3.32
H3 -0.36 -1.72 1.33
H4 -0.78 -0.10 3.40
H5 -1.92 -0.48 2.10
H6 0.61 3.95 -0.86
H7 -0.25 6.26 -0.57
H8 -1.86 6.79 1.21
H9 -2.62 5.06 2.80
H10 -2.22 2.22 3.33
H11 2.88 2.78 -1.18
H12 5.14 3.77 -1.07
H13 6.80 2.97 0.55
H14 6.22 1.24 2.22
H15 3.96 -0.40 2.99
B1 1.12 2.57 -3.49
N6 1.91 1.26 -3.25
C17 2.98 0.93 -3.96
C18 3.71 -0.04 -3.28
C19 2.99 -0.25 -2.12
N7 1.89 0.53 -2.12
N8 -0.34 2.38 -3.08
C20 -1.41 2.87 -3.69
C21 -2.52 2.66 -2.88
C22 -2.02 2.02 -1.77
N9 -0.69 1.86 -1.90
H16 1.18 2.86 -4.65
H17 1.61 3.42 -2.78
H18 3.19 1.40 -4.91
H19 4.62 -0.52 -3.58
H20 3.23 -0.90 -1.31
H21 -1.34 3.35 -4.65
H22 -3.54 2.92 -3.09
H23 -2.53 1.67 -0.89
Cl1 -3.47 -6.14 0.97
C23 -1.75 -6.05 0.92
C24 -1.00 -7.13 1.36
C25 0.37 -7.11 1.25
C26 1.02 -6.02 0.71
C27 0.27 -4.93 0.29
Cl2 1.07 -3.56 -0.41
C28 -1.13 -4.92 0.37
N10 -1.88 -3.87 -0.21
C29 -2.80 -3.05 0.45
C30 -3.09 -3.27 1.80
C31 -4.04 -2.50 2.45
C32 -4.70 -1.49 1.78
C33 -4.38 -1.23 0.45
C34 -3.44 -1.98 -0.24
C35 -3.07 -1.57 -1.65
C36 -1.64 -1.00 -1.70
O1 -0.92 -1.03 -2.69
O2 -1.25 -0.48 -0.57
H24 -1.51 -7.99 1.76
H25 0.95 -7.98 1.55
H26 2.09 -6.00 0.60
H27 -1.47 -3.50 -1.05
H28 -2.57 -4.05 2.33
H29 -4.26 -2.70 3.49
H30 -5.45 -0.90 2.29
H31 -4.87 -0.41 -0.06
H32 -3.70 -0.75 -1.97
H33 -3.19 -2.39 -2.36

---

(B)
A molecular structure, C36H33BCl2GaN10O2. Source: the OMol25 dataset; level of theory: the ωB97M-V functional and the def2-TZVPD basis.

molecular weight	789.169	g/mol
HOMO-LUMO gap	7.23	eV
HOMO	-9.440	eV
charge	+1

Cartesian coordinates (Å):
Ga1 0.68 0.49 1.09
C1 1.53 3.47 -0.10
N1 1.92 2.75 1.10
C2 1.60 3.44 2.33
C3 1.53 2.40 3.40
N2 1.26 1.14 3.12
C4 1.15 0.49 4.36
C5 0.83 -0.82 4.71
C6 0.72 -1.12 6.05
C7 0.95 -0.16 7.05
C8 1.29 1.13 6.72
C9 1.38 1.43 5.37
N3 1.63 2.63 4.72
C10 0.13 3.06 -0.41
N4 -0.41 1.97 0.08
C11 -1.70 1.89 -0.46
C12 -2.70 0.93 -0.33
C13 -3.91 1.19 -0.96
C14 -4.11 2.34 -1.72
C15 -3.11 3.27 -1.90
C16 -1.91 3.02 -1.26
N5 -0.72 3.73 -1.21
H1 2.18 3.18 -0.93
H2 1.59 4.56 0.01
H3 2.90 2.50 1.07
H4 0.61 3.88 2.24
H5 2.30 4.24 2.60
H6 0.64 -1.57 3.96
H7 0.44 -2.12 6.35
H8 0.84 -0.44 8.09
H9 1.48 1.88 7.48
H10 1.82 3.51 5.16
H11 -2.55 0.02 0.22
H12 -4.71 0.47 -0.86
H13 -5.08 2.50 -2.19
H14 -3.26 4.15 -2.51
H15 -0.51 4.57 -1.73
B1 -0.91 -2.45 1.61
N6 -1.41 -1.22 2.41
C17 -2.29 -1.16 3.40
C18 -2.53 0.17 3.73
C19 -1.73 0.88 2.85
N7 -1.06 0.03 2.06
N8 0.65 -2.46 1.70
C20 1.44 -3.52 1.82
C21 2.77 -3.09 1.85
C22 2.68 -1.71 1.75
N9 1.40 -1.35 1.66
H16 -1.32 -3.44 2.14
H17 -1.24 -2.32 0.46
H18 -2.71 -2.06 3.83
H19 -3.18 0.55 4.49
H20 -1.60 1.95 2.75
H21 1.04 -4.52 1.85
H22 3.65 -3.70 1.93
H23 3.46 -0.97 1.72
Cl1 -0.77 0.72 -4.74
C23 -1.77 -0.69 -4.63
C24 -3.03 -0.63 -5.19
C25 -3.93 -1.67 -5.01
C26 -3.57 -2.76 -4.23
C27 -2.29 -2.83 -3.71
Cl2 -1.84 -4.21 -2.76
C28 -1.32 -1.84 -3.94
N10 -0.04 -2.01 -3.47
C29 1.12 -1.56 -4.11
C30 1.13 -1.56 -5.51
C31 2.25 -1.16 -6.22
C32 3.39 -0.76 -5.54
C33 3.39 -0.79 -4.15
C34 2.27 -1.18 -3.42
C35 2.46 -1.27 -1.90
C36 1.64 -0.41 -0.95
O1 2.26 0.46 -0.24
O2 0.42 -0.61 -0.72
H24 -3.32 0.25 -5.75
H25 -4.91 -1.63 -5.46
H26 -4.27 -3.56 -4.05
H27 0.05 -2.59 -2.66
H28 0.25 -1.90 -6.04
H29 2.23 -1.17 -7.30
H30 4.27 -0.45 -6.08
H31 4.29 -0.50 -3.62
H32 3.50 -1.01 -1.70
H33 2.29 -2.30 -1.59

---

Stability comparison, relative energies in kJ/mol: (A) 25.8; (B) 0.0